1.
A cluster of 2 separate species, C5H14 in total in a non-equilibrium geometry, computed with ωB97M-V/def2-TZVPD.

Properties
E_LUMO (alpha / beta) = 0.153 / 0.157 Eh
total energy = -5409.69101 eV
E_HOMO (alpha / beta) = 1.52 / -7.47 eV
gap between HOMO and LUMO (alpha / beta) = 2.6 / 11.8 eV
spin multiplicity = 2
charge = -1
energy relative to the best compared isomer or geometry (same formula, charge and spin) = 78.9 kJ/mol

Atoms and positions in Å:
C: -1.1538 -0.9266 -0.0410
C: -2.3490 -1.8491 -0.3968
C: 0.2054 -1.4262 -0.5891
H: -1.0287 -0.6316 0.9969
H: -1.4421 -0.0994 -0.6859
H: -2.8448 -2.3530 0.4436
H: -3.0505 -1.3053 -1.0304
H: 0.6522 -0.5701 -1.0817
H: 0.2253 -2.3175 -1.2102
H: -2.1459 -2.7768 -0.9494
H: 0.8645 -1.7066 0.2430
C: 1.6883 1.4427 0.0535
C: 1.3744 2.5643 1.0306
H: 0.8132 1.3757 -0.5999
H: 2.5890 1.5273 -0.5573
H: 1.7984 0.4571 0.4968
H: 0.5970 2.2568 1.7344
H: 0.9430 3.4567 0.5619
H: 2.2642 2.8817 1.5809

Atomic partial charges in e from the natural (NBO) method, atoms 1 to 4: -0.64 -0.70 -0.74 0.20

=====

2.
The molecule C5H7NO in a non-equilibrium geometry, computed with ωB97M-V/def2-TZVPD.

Properties
E_LUMO = 0.034 Eh
total energy = -8833.29379 eV
E_HOMO = -8.43 eV
gap between HOMO and LUMO = 9.4 eV
structure (SMILES) = C1=CN=COCC1
energy relative to the best compared isomer or geometry (same formula, charge and spin) = 280.7 kJ/mol

Atoms and positions in Å:
C: -1.2220 0.2674 0.5621
C: -1.1230 -0.2997 -0.7750
C: 0.3002 1.3088 0.3837
O: 1.3426 0.5939 0.9938
C: 1.5868 -0.6608 0.5724
N: 1.0321 -1.3925 -0.3123
C: -0.0838 -1.0918 -1.0958
H: -1.0913 -0.5412 1.3158
H: -2.2471 0.6623 0.7487
H: -1.7234 0.1818 -1.5422
H: 0.4357 2.3483 0.7420
H: 0.4787 1.3207 -0.7034
H: 2.4450 -1.0408 1.1287
H: -0.1304 -1.6561 -2.0184

Atomic partial charges in e from the natural (NBO) method, atoms 1 to 4: -0.46 -0.25 -0.06 -0.49

=====

3.
A cluster of 2 separate species, C9H19NO6P in total, computed with ωB97M-V/def2-TZVPD.

Properties
E_LUMO = 0.096 Eh
total energy = -32704.58943 eV
E_HOMO = -3.01 eV
gap between HOMO and LUMO = 5.6 eV
charge = -1

Atoms and positions in Å:
N: 5.4748 2.6052 1.2275
P: 4.5769 1.7858 0.2763
O: 4.2220 0.2730 0.8057
C: 4.2099 -0.8508 0.0113
O: 4.5816 -1.9003 0.4275
O: 3.7925 -0.6345 -1.2499
C: 2.4064 -0.2579 -1.4807
C: 1.3838 -0.8826 -0.5505
C: 1.0266 -0.0447 0.6970
C: -0.3707 0.5359 0.6130
O: -0.5489 1.2952 -0.6123
C: 0.2029 2.3627 -0.7871
O: 0.6915 3.0567 0.0620
H: 4.9992 3.4034 1.6285
H: 5.1768 1.5012 -0.9505
H: 3.3113 2.3287 0.0128
H: 2.3191 0.8334 -1.4747
H: 2.2254 -0.5804 -2.5032
H: 0.4715 -0.9762 -1.1454
H: 1.6643 -1.9041 -0.2878
H: 1.7463 0.7712 0.7956
H: 1.0919 -0.6525 1.5982
H: -0.5532 1.1839 1.4705
H: -1.1364 -0.2473 0.6145
H: 0.3467 2.5671 -1.8597
C: -5.1396 -0.2111 0.5254
C: -4.2630 -1.3390 -0.0671
C: -5.0044 -2.6753 0.1685
O: -3.0307 -1.3513 0.4776
H: -5.2354 -0.3562 1.6057
H: -4.6653 0.7570 0.3455
H: -6.1481 -0.1826 0.0876
H: -4.2841 -1.1785 -1.1802
H: -5.0983 -2.8529 1.2440
H: -4.4325 -3.4964 -0.2704
H: -6.0108 -2.6854 -0.2751

Atomic partial charges in e from the natural (NBO) method, atoms 1 to 4: -1.29 1.59 -0.81 1.01

=====

4.
A structure of composition C27H28ClNO3P2Sn in a non-equilibrium geometry, computed with ωB97M-V/def2-TZVPD.

Properties
E_LUMO (alpha / beta) = -0.334 / -0.304 Eh
total energy = -72999.20909 eV
E_HOMO (alpha / beta) = -13.30 / -13.44 eV
gap between HOMO and LUMO (alpha / beta) = 4.2 / 5.2 eV
charge = +2
energy relative to the best compared isomer or geometry (same formula, charge and spin) = 0.0 kJ/mol

Atoms and positions in Å:
C: 2.9228 -0.0589 -4.2449
C: 3.0089 0.1816 -2.8818
C: 2.2694 1.2906 -2.3373
C: 1.1017 1.6953 -3.0420
C: 0.9310 1.3059 -4.3764
C: 1.8798 0.4997 -4.9980
C: 0.0017 2.3356 -2.2644
C: 0.4859 3.0085 -1.0234
C: 1.7031 2.5479 -0.4557
C: 1.8495 2.7001 0.9694
C: 1.1834 3.7414 1.6033
C: 0.0906 4.3524 0.9658
C: -0.2952 3.9328 -0.3089
H: 3.6395 -0.7448 -4.7075
H: 0.0399 1.6299 -4.9166
H: 1.8045 0.2758 -6.0594
H: -0.5788 3.0284 -2.8851
H: 1.4516 4.0163 2.6279
H: -0.4756 5.1258 1.4858
H: -1.2180 4.3079 -0.7574
N: 2.6176 1.8033 -1.1308
Sn: -1.9035 -0.3101 -1.4588
C: 3.7287 -0.7192 -1.9091
H: 4.3975 -0.1220 -1.2710
H: 4.2930 -1.5134 -2.4212
C: 2.5389 1.5743 1.6830
H: 3.4522 1.3020 1.1397
H: 2.7493 1.8062 2.7348
P: 2.4785 -1.4882 -0.7272
P: 1.4015 0.0690 1.5555
C: 0.1087 0.6404 2.7226
H: -0.3063 -0.2284 3.2513
H: 0.5181 1.3563 3.4524
H: -0.7047 1.1151 2.1655
C: 2.2645 -1.0108 2.7642
H: 2.6189 -0.3926 3.5998
H: 1.5394 -1.7512 3.1261
H: 3.1101 -1.5263 2.2947
C: 1.5208 -2.4902 -1.9306
H: 2.1896 -3.2002 -2.4385
H: 0.7485 -3.0457 -1.3808
H: 1.0378 -1.8470 -2.6752
C: 3.5352 -2.8496 -0.0808
H: 2.9158 -3.5034 0.5484
H: 3.9431 -3.4250 -0.9255
H: 4.3564 -2.4351 0.5191
C: -0.5545 -1.3352 0.3993
O: -0.8340 -2.2417 1.0766
H: -0.8387 1.3990 -1.9237
Cl: -7.7847 -3.5834 3.3486
C: -6.6270 -2.5663 2.6058
C: -6.0743 -1.4932 3.3248
C: -5.1179 -0.6765 2.7125
C: -4.7496 -0.9124 1.3870
C: -5.3001 -1.9818 0.6774
C: -6.2240 -2.8292 1.2879
C: -3.6789 -0.0903 0.7349
O: -2.7298 0.3924 1.3656
O: -3.7741 -0.0552 -0.5927
H: -6.3859 -1.3126 4.3462
H: -4.6465 0.1416 3.2526
H: -4.9962 -2.1594 -0.3523
H: -6.6290 -3.6766 0.7485

Atomic partial charges in e from the natural (NBO) method, atoms 1 to 4: -0.21 0.02 0.11 -0.06

=====

- Which of these has the highest total energy?
  C5H14

=====

Copy entry 3 word for word.
A cluster of 2 separate species, C9H19NO6P in total, computed with ωB97M-V/def2-TZVPD.

Properties
E_LUMO = 0.096 Eh
total energy = -32704.58943 eV
E_HOMO = -3.01 eV
gap between HOMO and LUMO = 5.6 eV
charge = -1

Atoms and positions in Å:
N: 5.4748 2.6052 1.2275
P: 4.5769 1.7858 0.2763
O: 4.2220 0.2730 0.8057
C: 4.2099 -0.8508 0.0113
O: 4.5816 -1.9003 0.4275
O: 3.7925 -0.6345 -1.2499
C: 2.4064 -0.2579 -1.4807
C: 1.3838 -0.8826 -0.5505
C: 1.0266 -0.0447 0.6970
C: -0.3707 0.5359 0.6130
O: -0.5489 1.2952 -0.6123
C: 0.2029 2.3627 -0.7871
O: 0.6915 3.0567 0.0620
H: 4.9992 3.4034 1.6285
H: 5.1768 1.5012 -0.9505
H: 3.3113 2.3287 0.0128
H: 2.3191 0.8334 -1.4747
H: 2.2254 -0.5804 -2.5032
H: 0.4715 -0.9762 -1.1454
H: 1.6643 -1.9041 -0.2878
H: 1.7463 0.7712 0.7956
H: 1.0919 -0.6525 1.5982
H: -0.5532 1.1839 1.4705
H: -1.1364 -0.2473 0.6145
H: 0.3467 2.5671 -1.8597
C: -5.1396 -0.2111 0.5254
C: -4.2630 -1.3390 -0.0671
C: -5.0044 -2.6753 0.1685
O: -3.0307 -1.3513 0.4776
H: -5.2354 -0.3562 1.6057
H: -4.6653 0.7570 0.3455
H: -6.1481 -0.1826 0.0876
H: -4.2841 -1.1785 -1.1802
H: -5.0983 -2.8529 1.2440
H: -4.4325 -3.4964 -0.2704
H: -6.0108 -2.6854 -0.2751

Atomic partial charges in e from the natural (NBO) method, atoms 1 to 4: -1.29 1.59 -0.81 1.01

=====

- Look up the total energy of the third one.
  -32704.58943 eV